Entry 1:
This record from OMol25 describes a 2-piece molecular cluster, C3H10N2O2 overall. The level of theory is ωB97M-V with the def2-TZVPD basis set.

Structure (XYZ):
```
17
C3H10N2O2 | OMol25 | ωB97M-V with the def2-TZVPD basis set
N -2.17 -1.66 0.00
C -0.83 -1.69 0.80
C -0.20 -0.29 1.04
C 0.91 -0.54 2.09
N 1.56 0.61 2.44
O 1.29 -1.62 2.48
H -2.37 -0.65 0.03
H -1.84 -1.82 -0.94
H -1.01 -2.15 1.75
H -0.23 -2.29 0.12
H -0.96 0.31 1.54
H 0.27 0.28 0.25
H 2.36 0.61 3.04
H 1.18 1.43 1.99
O 0.87 3.44 -5.42
H 0.17 2.99 -4.95
H 0.99 3.04 -6.28
```

## Properties
E_HOMO: -9.668 eV
Kohn-Sham gap: 0.375 Ha

Entry 2:
This record from OMol25 describes C29H20CaClN7O13 as an isolated structure. The level of theory is ωB97M-V with the def2-TZVPD basis set.

Structure (XYZ):
```
71
C29H20CaClN7O13 | OMol25 | ωB97M-V with the def2-TZVPD basis set
Ca 0.91 0.12 -0.52
O 5.10 2.37 3.07
C 3.97 2.71 3.68
O 3.95 3.41 4.66
C 2.72 2.14 3.10
C 1.46 2.23 3.65
Cl 0.98 3.13 5.01
N 0.59 1.52 2.88
N 1.26 1.03 1.80
C 2.52 1.39 1.93
C 3.52 0.96 0.86
O 4.71 1.05 1.12
O 3.00 0.51 -0.21
C -0.80 1.16 3.04
C -1.49 0.63 1.95
C -2.82 0.27 2.07
C -3.49 0.44 3.28
C -2.79 0.93 4.36
C -1.45 1.29 4.26
H 4.93 1.77 2.29
H -1.02 0.43 1.00
H -3.33 -0.13 1.21
H -4.53 0.17 3.37
H -3.28 1.05 5.32
H -0.95 1.65 5.13
O 0.44 -6.99 0.60
C 1.19 -6.19 1.49
C 1.03 -4.74 1.12
C 1.81 -3.78 1.74
C 1.66 -2.46 1.39
N 0.77 -2.07 0.47
C 0.00 -2.98 -0.13
C 0.12 -4.33 0.16
C -1.01 -2.47 -1.14
C -1.98 -3.32 -1.67
C -2.90 -2.81 -2.57
C -3.95 -3.68 -3.20
O -4.04 -4.90 -2.49
C -2.84 -1.46 -2.88
C -1.86 -0.68 -2.30
N -0.97 -1.17 -1.44
H 0.59 -7.92 0.81
H 2.25 -6.45 1.47
H 0.83 -6.32 2.53
H 2.55 -4.05 2.49
H 2.26 -1.69 1.85
H -0.48 -5.07 -0.34
H -2.03 -4.36 -1.39
H -3.66 -3.86 -4.24
H -4.91 -3.15 -3.20
H -4.69 -5.46 -2.91
H -3.55 -1.00 -3.56
H -1.79 0.39 -2.49
O 2.78 6.06 -4.56
N 1.70 6.19 -4.02
O 0.97 7.15 -4.14
C 1.18 5.03 -3.28
C 1.91 3.86 -3.27
C 1.40 2.78 -2.57
C 0.20 2.84 -1.76
O -0.15 1.97 -0.93
C -0.55 4.03 -2.00
C -0.07 5.12 -2.68
N -1.92 4.13 -1.47
O -2.54 3.10 -1.32
O -2.32 5.23 -1.14
N 2.11 1.50 -2.83
O 3.22 1.51 -3.24
O 1.44 0.46 -2.68
H 2.83 3.77 -3.82
H -0.66 6.03 -2.76
```

## Properties
E_HOMO: -9.134 eV
Kohn-Sham gap: 0.299 Ha

Entry 3:
This record from OMol25 describes C21H23BaN4O4 as an isolated structure. The level of theory is ωB97M-V with the def2-TZVPD basis set.

Structure (XYZ):
```
53
C21H23BaN4O4 | OMol25 | ωB97M-V with the def2-TZVPD basis set
Ba 1.70 -0.02 -0.10
O -3.00 1.52 -0.75
C -1.86 2.25 -0.35
C -0.58 1.49 -0.74
O -0.62 0.22 -0.85
O 0.54 2.07 -0.76
C -1.77 2.18 1.18
C -0.82 2.95 1.86
C -0.68 2.84 3.23
C -1.50 1.97 3.95
C -2.45 1.21 3.28
C -2.59 1.32 1.90
C -1.91 3.67 -0.88
C -2.67 4.62 -0.21
C -2.81 5.90 -0.73
C -2.20 6.24 -1.93
C -1.45 5.29 -2.61
C -1.31 4.01 -2.09
H -3.23 1.79 -1.64
H -0.20 3.63 1.30
H 0.05 3.45 3.75
H -1.40 1.89 5.02
H -3.10 0.55 3.83
H -3.33 0.73 1.37
H -3.15 4.36 0.72
H -3.41 6.63 -0.20
H -2.31 7.24 -2.33
H -0.98 5.55 -3.55
H -0.71 3.29 -2.63
O -0.60 -1.56 2.48
C -0.02 -0.61 2.36
C 0.18 -2.88 -1.58
N 0.09 -4.16 -2.24
C 0.81 -5.16 -1.44
N 2.22 -4.80 -1.28
C 2.29 -3.51 -0.63
N 1.60 -2.44 -1.40
C 2.22 -2.40 -2.75
N 2.14 -3.68 -3.43
C 0.73 -4.06 -3.55
C 2.83 -4.69 -2.61
H -0.29 -2.94 -0.59
H -0.35 -2.12 -2.16
H 0.74 -6.13 -1.94
H 0.34 -5.24 -0.46
H 3.35 -3.23 -0.51
H 1.83 -3.58 0.36
H 3.27 -2.12 -2.65
H 1.70 -1.65 -3.35
H 0.67 -5.03 -4.05
H 0.21 -3.32 -4.15
H 3.88 -4.41 -2.50
H 2.77 -5.65 -3.11
```

## Properties
E_HOMO: -11.373 eV
Total charge: +1
Kohn-Sham gap: 0.288 Ha

Entry 4:
This record from OMol25 describes a 2-piece molecular cluster, C4H11NO2 overall. The level of theory is ωB97M-V with the def2-TZVPD basis set.

Structure (XYZ):
```
18
C4H11NO2 | OMol25 | ωB97M-V with the def2-TZVPD basis set
C 1.40 -0.69 -1.39
C 0.42 -0.79 -0.23
C -0.91 -1.50 -0.26
N -1.56 -1.97 -1.38
O -1.52 -1.57 0.80
H 1.07 -0.32 -2.36
H 1.85 -1.66 -1.67
H 2.18 -0.07 -0.97
H 0.80 -1.28 0.66
H 0.13 0.27 -0.11
H -2.25 -2.68 -1.22
H -1.13 -1.82 -2.29
C 0.15 2.23 2.02
O -0.83 2.30 1.00
H 0.04 1.18 2.31
H 0.16 2.74 2.96
H 1.09 2.49 1.51
H -1.11 3.13 0.62
```

## Properties
E_HOMO: -9.409 eV
Kohn-Sham gap: 0.375 Ha

Entry 5:
This record from OMol25 describes a 2-piece molecular cluster, C5H14N2O overall. The level of theory is ωB97M-V with the def2-TZVPD basis set.

Structure (XYZ):
```
22
C5H14N2O | OMol25 | ωB97M-V with the def2-TZVPD basis set
C 3.16 1.71 -2.01
N 2.39 0.81 -2.42
C 1.82 -0.10 -1.43
C 0.42 -0.55 -1.82
H 3.37 1.87 -0.95
H 3.63 2.38 -2.73
H 2.50 -0.94 -1.38
H 1.81 0.38 -0.44
H 0.11 -1.44 -1.29
H -0.31 0.22 -1.59
H 0.40 -0.75 -2.89
N -0.96 0.09 3.08
C -1.98 0.11 2.03
C -1.68 -0.99 1.02
O -2.45 -0.92 -0.16
H -1.30 0.57 3.90
H -0.13 0.58 2.78
H -2.06 1.08 1.51
H -2.96 -0.03 2.48
H -1.82 -1.94 1.54
H -0.63 -0.92 0.74
H -3.34 -1.22 0.05
```

## Properties
E_HOMO: -9.570 eV
Kohn-Sham gap: 0.384 Ha

Entry 6:
This record from OMol25 describes a 2-piece molecular cluster, C4H4N4O2 overall. The level of theory is ωB97M-V with the def2-TZVPD basis set.

Structure (XYZ):
```
14
C4H4N4O2 | OMol25 | ωB97M-V with the def2-TZVPD basis set
C 0.32 -0.21 0.69
C -2.15 1.60 -1.38
C 2.09 -1.83 0.35
C 0.83 -1.58 0.60
N 0.58 0.91 1.11
N -2.32 2.69 -1.69
N 0.32 2.02 1.49
N -2.04 0.24 -1.27
O -1.80 -0.21 -0.16
O -2.12 -0.38 -2.34
H 2.63 -2.75 0.25
H 2.75 -1.08 0.30
H 0.00 -2.22 0.94
H 0.94 2.79 1.12
```

## Properties
E_HOMO (spin up / spin down): -8.240 / -8.239 eV
Kohn-Sham gap (spin up / spin down): 0.240 / 0.240 Ha

Entry 7:
This record from OMol25 describes C20H57N5O7Ti as an isolated structure. The level of theory is ωB97M-V with the def2-TZVPD basis set.

Structure (XYZ):
```
90
C20H57N5O7Ti | OMol25 | ωB97M-V with the def2-TZVPD basis set
Ti -3.59 -11.21 -7.52
O -4.49 -13.52 -8.14
H -5.27 -13.71 -8.69
O -2.46 -12.01 -5.57
H -2.43 -11.91 -4.60
C -3.58 -7.23 -4.70
C -2.59 -8.26 -5.17
C -1.56 -8.74 -4.06
O -0.88 -7.56 -3.62
C -0.38 -7.66 -2.30
N -3.33 -9.35 -5.61
H -3.97 -7.59 -3.74
H -4.43 -6.93 -5.31
H -2.98 -6.33 -4.54
H -2.00 -7.84 -5.98
H -0.86 -9.51 -4.40
H -2.12 -9.13 -3.21
H -1.08 -8.15 -1.62
H -0.05 -6.72 -1.86
H 0.56 -8.23 -2.26
H -3.89 -9.67 -4.84
H -2.68 -10.11 -5.72
C -7.62 -10.56 -8.88
C -7.43 -10.60 -7.37
C -8.60 -11.24 -6.60
O -8.55 -10.96 -5.21
C -9.53 -11.60 -4.42
N -6.19 -11.32 -7.04
H -7.84 -11.57 -9.21
H -6.83 -10.01 -9.39
H -8.46 -9.89 -9.06
H -7.33 -9.55 -7.08
H -8.61 -12.32 -6.80
H -9.52 -10.83 -7.01
H -9.58 -11.03 -3.50
H -9.18 -12.62 -4.24
H -10.53 -11.64 -4.87
H -6.23 -12.26 -7.39
H -6.29 -11.43 -6.04
C -2.73 -9.86 -11.49
C -4.19 -9.98 -10.96
C -5.19 -10.32 -12.11
O -5.30 -9.19 -12.99
C -6.09 -9.38 -14.15
N -4.27 -10.90 -9.84
H -2.60 -9.26 -12.39
H -2.35 -10.85 -11.76
H -2.06 -9.46 -10.74
H -4.53 -9.05 -10.50
H -6.20 -10.59 -11.78
H -4.77 -11.17 -12.65
H -7.08 -9.74 -13.87
H -5.67 -10.18 -14.75
H -6.22 -8.46 -14.72
H -5.23 -10.79 -9.56
H -4.24 -11.82 -10.25
C -0.44 -9.80 -7.98
C -0.30 -11.09 -8.70
C 1.10 -11.71 -8.53
O 1.09 -13.01 -9.00
C 2.26 -13.82 -8.72
N -1.35 -12.02 -8.26
H -1.51 -9.58 -7.96
H 0.13 -9.02 -8.50
H -0.19 -9.91 -6.93
H -0.54 -11.04 -9.76
H 1.47 -11.63 -7.50
H 1.74 -11.02 -9.07
H 3.09 -13.39 -9.27
H 2.13 -14.87 -8.98
H 2.46 -13.92 -7.65
H -0.88 -12.89 -8.45
H -1.32 -12.00 -7.25
C -1.23 -5.22 -11.18
C -2.72 -4.89 -10.99
C -3.25 -5.42 -9.67
O -3.12 -6.86 -9.54
C -3.61 -7.39 -8.37
N -2.88 -3.45 -11.13
H -1.17 -6.25 -11.54
H -0.74 -5.17 -10.21
H -0.63 -4.65 -11.89
H -3.28 -5.37 -11.80
H -4.30 -5.13 -9.55
H -2.70 -5.01 -8.83
H -4.70 -7.38 -8.30
H -3.19 -6.91 -7.48
H -3.29 -8.43 -8.43
H -2.22 -2.96 -10.54
H -3.75 -3.16 -10.70
```

## Properties
⟨S²⟩: 3.753
E_HOMO (spin up / spin down): 0.343 / -4.336 eV
Spin multiplicity: 4
Total charge: -1
Kohn-Sham gap (spin up / spin down): 0.086 / 0.254 Ha

Entry 8:
This record from OMol25 describes C10H10ClF5OTeW as an isolated structure. The level of theory is ωB97M-V with the def2-TZVPD basis set.

Structure (XYZ):
```
29
C10H10ClF5OTeW | OMol25 | ωB97M-V with the def2-TZVPD basis set
C -1.76 -0.23 1.84
C -1.46 1.15 2.11
C -0.01 1.29 2.09
H -2.20 1.93 2.28
C 0.56 -0.02 1.82
C -0.53 -0.95 1.68
H -0.45 -2.01 1.60
H -2.75 -0.69 1.80
H 0.57 2.19 2.24
H 1.61 -0.29 1.78
W -0.56 0.74 -0.08
Cl -2.63 1.64 -0.69
C 0.00 2.14 -2.87
C 1.29 2.28 -2.30
C 1.20 3.23 -1.23
H 2.20 1.77 -2.62
C -0.15 3.67 -1.15
C -0.89 3.00 -2.18
H -1.93 3.17 -2.43
H -0.26 1.49 -3.70
H 2.03 3.58 -0.61
H -0.56 4.41 -0.46
F -0.64 -4.76 1.09
Te 1.03 -5.17 0.11
F 0.99 -6.80 1.09
F 1.99 -4.50 1.69
F 2.71 -5.94 -0.54
F 0.08 -6.18 -1.29
O 0.55 -0.12 -1.11
```

## Properties
⟨S²⟩: 2.025
E_HOMO (spin up / spin down): -8.157 / -8.157 eV
Spin multiplicity: 3
Kohn-Sham gap (spin up / spin down): 0.171 / 0.154 Ha

Strongest force on any atom / hartree/bohr: 0.0556, 0.0345, 0.0137, 0.0428, 0.0099, 0.1026, 0.0599, 0.0539